Formula: C4H9NS
Source: the Open Molecules 2025 dataset
Level of theory: ωB97M-V/def2-TZVPD

SMILES: CN[C@@H](C)C=S
E_tot: -16616.853 eV
energy above the lowest of the compared OMol25 structures with the same formula, charge and spin: 60.00 kcal/mol
frontier orbital gap: 8.471 eV

The geometry in XYZ format:
```
15
Properties=species:S:1:pos:R:3:mulliken_charge:R:1
C -0.55489 -1.90283 -0.03597 -0.796
C 0.19791 0.49548 -0.27670 0.829
C -0.13725 1.98786 0.04692 -1.386
C 1.42414 0.04313 0.36708 -0.624
H -0.32234 -2.20023 -1.02214 0.322
H 0.25771 -2.19122 0.73844 0.279
H -1.55885 -2.42489 0.29288 0.285
H -1.83798 -0.22243 -0.52905 0.282
H 0.14444 0.47259 -1.50816 0.210
H 0.49909 2.70052 -0.38416 0.399
H -1.17273 2.12420 -0.28096 0.327
H -0.26071 2.13194 1.12536 0.334
H 1.28647 -0.31565 1.45718 0.321
N -0.87646 -0.41326 0.11708 -0.572
S 2.91143 -0.28520 -0.10779 -0.210
```